{"formula": "C15H27N6O3", "method": "the ωB97M-V functional and the def2-TZVPD basis", "elements": ["C", "N", "C", "O", "C", "C", "C", "C", "C", "N", "N", "C", "O", "C", "C", "C", "C", "N", "C", "N", "N", "C", "C", "O", "H", "H", "H", "H", "H", "H", "H", "H", "H", "H", "H", "H", "H", "H", "H", "H", "H", "H", "H", "H", "H", "H", "H", "H", "H", "H", "H"], "positions_angstrom": [[2.418, 2.254, -3.190], [1.145, 1.554, -3.333], [0.277, 1.072, -2.409], [-0.647, 0.352, -2.715], [0.504, 1.239, -0.912], [-0.118, 2.587, -0.380], [0.887, 3.316, 0.531], [0.584, 4.609, 1.174], [-0.001, 5.731, 0.335], [-1.151, 5.330, -0.395], [0.100, 0.181, 0.010], [0.859, -0.861, 0.184], [2.047, -0.922, -0.157], [0.050, -2.036, 0.738], [-0.623, -2.807, -0.466], [-1.831, -3.757, -0.210], [-2.765, -4.195, -1.113], [-3.695, -5.062, -0.450], [-3.226, -5.222, 0.793], [-2.239, -4.305, 1.033], [0.899, -2.854, 1.495], [0.667, -3.399, 2.674], [1.805, -3.755, 3.510], [-0.483, -3.657, 2.951], [2.297, 3.281, -3.489], [2.785, 2.159, -2.251], [3.023, 1.739, -3.920], [0.840, 1.371, -4.347], [1.596, 1.314, -0.791], [-0.468, 3.178, -1.258], [-0.993, 2.403, 0.106], [1.784, 3.503, -0.041], [1.078, 2.603, 1.332], [-0.100, 4.417, 2.053], [1.493, 4.988, 1.540], [-0.311, 6.519, 1.038], [0.757, 6.150, -0.408], [-1.980, 5.859, -0.155], [-0.965, 5.691, -1.351], [-0.835, 0.300, 0.444], [-0.757, -1.643, 1.337], [-0.871, -2.101, -1.339], [0.314, -3.313, -0.813], [-2.763, -3.966, -2.193], [-4.377, -5.630, -0.979], [-3.651, -5.860, 1.593], [-1.756, -4.298, 1.925], [1.887, -2.714, 1.224], [1.556, -4.235, 4.409], [2.576, -4.272, 2.927], [2.378, -2.834, 3.709]], "atomic_forces_ev_per_a": [[-1.9, -0.5, -3.0], [-1.2, -0.1, -1.5], [0.3, -1.4, 0.7], [-1.3, -0.5, -0.9], [1.5, 2.5, 1.3], [2.4, 0.7, -2.7], [-0.2, -1.1, -1.0], [-2.3, 0.5, 1.0], [1.2, 1.0, 0.5], [-1.2, 0.5, -2.7], [-2.2, 2.6, -1.4], [1.4, -1.6, -0.3], [-1.3, -0.6, 0.5], [-1.8, -0.1, -0.6], [0.8, 0.3, -1.1], [-0.1, 0.5, 0.6], [0.0, 0.0, -0.1], [2.2, 0.4, -1.0], [-0.3, 1.5, 1.1], [-1.2, -2.4, -2.4], [3.5, 0.5, -1.2], [-0.6, -0.8, -0.4], [2.3, 1.3, -0.8], [-2.1, -0.4, 1.4], [0.2, 0.6, 0.1], [1.2, -0.2, 2.7], [0.9, 0.2, 0.1], [0.5, 0.3, 2.4], [-0.3, 0.0, 0.2], [0.6, -0.2, 0.7], [-2.6, -0.7, 1.6], [0.6, -0.5, -0.3], [0.6, -0.1, 0.0], [0.6, 0.4, -0.8], [1.3, 0.4, 1.0], [0.7, 0.1, -0.2], [-0.6, -0.5, 1.2], [0.0, -0.1, 0.4], [-0.6, -0.8, 0.5], [1.1, -0.6, -0.7], [-0.1, 0.2, 0.6], [0.0, -0.8, 1.5], [-1.2, -0.5, -0.2], [-0.4, -0.3, 0.9], [0.5, 0.4, 0.9], [0.3, 0.6, -0.8], [0.9, 0.7, 0.4], [-0.7, 0.0, 0.2], [-0.4, -0.7, 1.0], [-0.4, -0.5, 0.1], [-0.4, 0.0, 0.4]], "lowdin_charge": [-0.04, 0.03, -0.47, 0.05, -0.20, -0.12, -0.20, -0.23, -0.30, -0.02, 0.13, -0.45, 0.08, -0.24, -0.01, -0.14, 0.01, 0.11, -0.04, 0.16, 0.10, -0.54, 0.03, 0.04, 0.09, 0.04, 0.09, 0.19, 0.13, 0.12, 0.07, 0.11, 0.12, 0.13, 0.09, 0.11, 0.14, 0.07, 0.09, 0.18, 0.15, 0.14, 0.14, 0.15, 0.19, 0.17, 0.11, 0.16, 0.08, 0.11, 0.11], "relative_energy_ev": 2.169, "fmax_ev_per_a": 3.7, "multiplicity": 1, "orbital_gap_ev": 8.50, "smiles": "CNC(=O)[C@@H](CCCCN)NC(=O)[C@@H](Cc1c[nH]c[nH+]1)NC(C)=O", "charge": 1, "homo_energy_ev": -11.18}

{"formula": "C24H22BrN2O2PdTe", "method": "the ωB97M-V functional and the def2-TZVPD basis", "elements": ["Pd", "O", "C", "C", "C", "C", "C", "C", "C", "O", "N", "N", "C", "C", "Br", "C", "C", "C", "C", "C", "C", "C", "H", "H", "H", "H", "H", "H", "H", "H", "H", "H", "H", "H", "H", "H", "C", "Te", "C", "C", "C", "C", "C", "C", "C", "H", "H", "H", "H", "H", "H", "H", "H"], "positions_angstrom": [[-0.678, 0.014, 0.374], [-4.720, 3.567, 1.100], [-4.980, 2.723, 0.045], [-6.009, 2.949, -0.855], [-6.173, 2.090, -1.931], [-5.311, 1.017, -2.110], [-4.291, 0.803, -1.195], [-4.120, 1.643, -0.105], [-3.021, 1.426, 0.911], [-2.480, 0.143, 0.897], [-1.969, 2.426, 0.686], [-0.702, 2.025, 0.640], [0.289, 2.831, 0.576], [1.658, 2.369, 0.446], [1.801, 0.474, 0.204], [2.726, 3.155, 0.545], [4.173, 2.912, 0.486], [4.984, 3.816, 1.173], [6.358, 3.656, 1.208], [6.946, 2.595, 0.534], [6.154, 1.708, -0.182], [4.777, 1.864, -0.211], [-5.434, 4.205, 1.191], [-6.673, 3.795, -0.718], [-6.977, 2.265, -2.633], [-5.440, 0.350, -2.951], [-3.624, -0.043, -1.303], [-3.437, 1.611, 1.908], [-2.188, 3.410, 0.738], [0.130, 3.906, 0.616], [2.462, 4.188, 0.764], [4.527, 4.647, 1.698], [6.969, 4.361, 1.754], [8.020, 2.470, 0.551], [6.610, 0.893, -0.728], [4.191, 1.194, -0.822], [0.662, -2.988, -1.080], [-1.286, -2.319, -0.505], [-0.977, -3.748, 1.050], [-0.166, -4.822, 0.366], [-0.227, -6.151, 0.761], [0.541, -7.102, 0.104], [1.363, -6.729, -0.950], [1.420, -5.402, -1.354], [0.656, -4.448, -0.699], [1.367, -2.418, -0.476], [0.857, -2.803, -2.133], [-1.930, -4.109, 1.427], [-0.442, -3.245, 1.854], [-0.874, -6.446, 1.578], [0.485, -8.139, 0.407], [1.950, -7.475, -1.470], [2.054, -5.113, -2.184]], "atomic_forces_ev_per_a": [[0.9, 0.3, -0.2], [0.0, -0.1, 0.0], [0.1, 0.1, 0.0], [0.0, 0.0, 0.0], [0.0, 0.0, 0.0], [0.0, 0.0, 0.0], [0.0, -0.1, 0.0], [0.0, -0.2, -0.2], [0.0, 0.1, 0.1], [-1.2, -0.2, 0.1], [-0.1, 0.1, 0.0], [-0.1, 0.1, 0.0], [0.3, 0.2, 0.1], [-0.3, -0.1, 0.1], [0.1, -0.5, -0.2], [0.2, 0.2, 0.0], [-0.2, 0.0, 0.0], [0.1, 0.0, 0.1], [0.0, 0.0, 0.0], [0.0, 0.0, 0.0], [0.0, 0.0, 0.0], [0.0, 0.0, -0.1], [0.0, 0.0, 0.0], [0.0, 0.0, 0.0], [0.0, 0.0, 0.0], [0.0, 0.0, 0.0], [0.0, 0.0, 0.0], [0.0, -0.1, 0.0], [0.0, 0.0, 0.1], [0.0, 0.0, 0.0], [0.0, 0.0, 0.0], [0.0, 0.0, 0.0], [0.0, 0.0, 0.0], [0.0, 0.0, 0.0], [0.0, 0.0, 0.0], [0.0, 0.0, 0.0], [0.0, -0.2, 0.0], [0.3, 0.1, 0.0], [0.0, 0.0, 0.1], [0.0, 0.0, 0.0], [0.1, 0.0, 0.0], [0.0, 0.0, 0.0], [0.0, 0.0, 0.0], [0.0, 0.0, 0.0], [0.0, 0.0, 0.0], [0.1, 0.0, 0.0], [0.0, 0.0, 0.0], [0.0, 0.0, 0.0], [0.0, 0.0, 0.0], [0.0, 0.0, 0.0], [0.0, 0.0, 0.0], [0.0, 0.0, 0.0], [0.0, 0.0, 0.0]], "lowdin_charge": [0.49, 0.05, -0.27, -0.01, -0.07, -0.07, -0.02, -0.11, -0.37, -0.39, 0.05, -0.14, -0.16, -0.55, 0.91, -0.07, -0.23, -0.03, -0.06, -0.06, -0.07, -0.06, 0.11, 0.12, 0.11, 0.11, 0.08, 0.15, 0.15, 0.14, 0.13, 0.12, 0.11, 0.11, 0.11, 0.07, -0.39, 1.47, -0.37, -0.31, -0.03, -0.06, -0.06, -0.03, -0.31, 0.03, 0.07, 0.07, 0.07, 0.12, 0.11, 0.11, 0.12], "relative_energy_ev": 0.232, "fmax_ev_per_a": 1.3, "multiplicity": 1, "orbital_gap_ev": 7.30, "charge": 1, "homo_energy_ev": -10.86}

{"formula": "C16H29BN2O2", "method": "the ωB97M-V functional and the def2-TZVPD basis", "elements": ["C", "C", "B", "C", "C", "C", "C", "O", "C", "C", "O", "H", "H", "H", "H", "H", "H", "H", "H", "H", "H", "H", "H", "H", "H", "H", "C", "C", "C", "C", "N", "H", "H", "H", "H", "H", "H", "H", "C", "C", "C", "C", "N", "H", "H", "H", "H", "H", "H", "H"], "positions_angstrom": [[5.927, -1.172, 1.081], [5.374, -2.058, 0.253], [4.574, -1.653, -1.016], [3.044, -1.326, -0.872], [2.949, 0.141, -0.403], [1.522, 0.674, -0.316], [0.643, 0.013, 0.733], [-0.009, -1.154, 0.191], [0.015, -2.285, 0.906], [-0.994, -3.291, 0.418], [0.759, -2.506, 1.822], [6.004, -0.118, 0.831], [6.328, -1.467, 2.045], [5.454, -3.109, 0.533], [5.084, -1.542, -2.093], [2.539, -1.426, -1.838], [2.580, -1.995, -0.139], [3.455, 0.271, 0.559], [3.490, 0.772, -1.120], [1.017, 0.597, -1.284], [1.557, 1.739, -0.060], [1.188, -0.232, 1.645], [-0.168, 0.702, 0.993], [-1.663, -2.881, -0.336], [-0.430, -4.100, -0.055], [-1.529, -3.712, 1.268], [-1.702, 2.144, -2.586], [-1.357, 3.443, -1.872], [-0.464, 4.375, -2.705], [0.815, 3.742, -3.030], [1.795, 3.197, -3.280], [-0.806, 1.559, -2.800], [-2.358, 1.534, -1.966], [-2.213, 2.339, -3.532], [-0.855, 3.219, -0.928], [-2.273, 3.981, -1.624], [-0.257, 5.295, -2.158], [-0.956, 4.648, -3.640], [-5.255, -0.759, 2.856], [-3.996, -1.482, 2.394], [-2.865, -0.523, 2.007], [-3.245, 0.348, 0.893], [-3.543, 1.022, 0.012], [-5.670, -0.139, 2.060], [-6.023, -1.474, 3.152], [-5.047, -0.116, 3.713], [-4.230, -2.122, 1.541], [-3.631, -2.133, 3.191], [-1.984, -1.081, 1.701], [-2.589, 0.104, 2.857]], "atomic_forces_ev_per_a": [[0.1, -0.1, 0.1], [0.2, 0.2, 0.0], [-0.1, -0.2, -0.1], [0.2, -0.2, -0.1], [0.0, 0.1, -0.3], [0.0, 0.0, 0.2], [0.0, 0.4, -0.1], [-0.2, 0.1, 0.1], [-0.1, -0.4, -0.1], [0.3, -0.1, -0.5], [0.1, 0.2, 0.3], [-0.2, 0.0, 0.1], [0.2, 0.0, -0.1], [-0.3, 0.0, 0.0], [0.1, 0.0, 0.1], [-0.1, 0.0, 0.1], [-0.1, 0.1, 0.0], [-0.1, -0.1, 0.0], [0.0, 0.0, 0.1], [0.1, 0.0, 0.0], [0.1, 0.0, -0.1], [0.0, -0.2, -0.1], [0.0, -0.1, 0.0], [-0.1, 0.1, 0.2], [-0.1, 0.0, 0.1], [0.0, 0.1, 0.0], [0.0, -0.1, 0.0], [0.0, -0.1, -0.1], [0.0, 0.0, 0.1], [0.0, -0.1, -0.1], [0.0, 0.1, 0.1], [0.0, 0.0, 0.0], [0.0, 0.1, -0.1], [0.0, 0.0, 0.0], [0.0, 0.0, 0.0], [0.0, 0.0, 0.0], [0.0, 0.0, 0.0], [0.0, 0.0, 0.0], [0.0, 0.0, 0.0], [-0.1, 0.0, 0.0], [-0.2, -0.1, 0.0], [0.1, 0.1, -0.1], [0.0, -0.1, 0.2], [0.0, 0.0, 0.0], [0.0, 0.0, 0.0], [0.0, 0.0, 0.0], [0.0, 0.0, 0.0], [0.1, 0.0, 0.0], [0.0, 0.1, 0.0], [0.0, 0.0, 0.0]], "lowdin_charge": [-0.03, -0.13, -0.13, -0.16, -0.20, -0.18, -0.15, -0.02, -0.58, 0.02, 0.10, 0.06, 0.05, 0.09, 0.08, 0.10, 0.09, 0.11, 0.12, 0.11, 0.11, 0.13, 0.12, 0.09, 0.09, 0.09, -0.11, -0.26, -0.19, -0.24, 0.15, 0.06, 0.03, 0.08, 0.10, 0.11, 0.11, 0.12, -0.11, -0.26, -0.18, -0.21, 0.17, 0.07, 0.07, 0.08, 0.11, 0.11, 0.08, 0.13], "relative_energy_ev": 0.000, "fmax_ev_per_a": 0.6, "multiplicity": 1, "orbital_gap_ev": 10.04, "smiles": "C=CBCCCCOC(C)=O.CCCC#N.CCCC#N", "homo_energy_ev": -9.36}

{"formula": "C37H44AsCl2CrN3O3PS2", "method": "the ωB97M-V functional and the def2-TZVPD basis", "elements": ["Cr", "N", "C", "C", "C", "N", "H", "H", "H", "H", "H", "H", "H", "H", "H", "H", "Cl", "C", "C", "C", "C", "C", "Cl", "C", "S", "H", "H", "H", "C", "As", "C", "C", "C", "C", "C", "C", "C", "C", "H", "H", "H", "H", "H", "H", "H", "H", "H", "H", "H", "H", "H", "N", "P", "C", "C", "C", "C", "C", "C", "C", "C", "C", "C", "C", "C", "C", "C", "C", "C", "C", "C", "H", "H", "H", "H", "H", "H", "H", "H", "H", "H", "H", "H", "H", "H", "H", "C", "S", "O", "O", "O", "H", "H", "H"], "positions_angstrom": [[1.194, -0.999, -0.155], [1.951, -2.737, 0.803], [2.469, -3.869, -0.004], [1.456, -4.315, -1.039], [1.411, -3.419, -2.263], [0.869, -2.058, -1.977], [2.694, -2.406, 1.415], [1.176, -3.037, 1.387], [2.746, -4.698, 0.648], [3.369, -3.517, -0.507], [0.476, -4.376, -0.578], [1.713, -5.322, -1.372], [0.816, -3.882, -3.051], [2.424, -3.284, -2.639], [-0.143, -2.058, -1.979], [1.202, -1.434, -2.713], [1.564, -0.065, 2.036], [1.876, 1.633, 2.467], [0.727, 2.297, 2.872], [0.820, 3.613, 3.271], [2.077, 4.215, 3.253], [3.197, 3.516, 2.853], [4.702, 4.384, 2.896], [3.192, 2.149, 2.425], [4.590, 1.287, 1.956], [-0.227, 1.780, 2.866], [-0.057, 4.163, 3.586], [2.195, 5.245, 3.566], [0.045, 2.865, -0.312], [0.874, 1.360, -1.200], [2.544, 2.316, -1.458], [0.009, 1.416, -2.951], [0.148, 2.723, -3.669], [-0.818, 3.719, -3.541], [-0.672, 4.939, -4.186], [0.447, 5.180, -4.973], [1.409, 4.188, -5.118], [1.259, 2.970, -4.473], [0.044, 3.683, -1.030], [0.682, 3.130, 0.527], [-0.962, 2.700, 0.045], [2.315, 3.372, -1.581], [3.063, 1.943, -2.338], [3.154, 2.157, -0.563], [-1.037, 1.159, -2.777], [0.474, 0.612, -3.523], [-1.699, 3.529, -2.935], [-1.433, 5.702, -4.075], [0.565, 6.131, -5.475], [2.279, 4.362, -5.738], [2.009, 2.194, -4.592], [-0.517, -1.489, 0.289], [-1.843, -1.467, 1.110], [-1.690, -0.891, 2.813], [-2.441, 0.167, 3.321], [-2.278, 0.574, 4.642], [-1.364, -0.071, 5.459], [-0.622, -1.141, 4.965], [-0.789, -1.549, 3.655], [-3.160, -0.453, 0.378], [-4.296, -0.984, -0.226], [-5.164, -0.160, -0.937], [-4.900, 1.196, -1.054], [-3.766, 1.736, -0.455], [-2.904, 0.912, 0.247], [-2.622, -3.095, 1.286], [-2.147, -4.176, 0.560], [-2.740, -5.429, 0.678], [-3.822, -5.600, 1.526], [-4.310, -4.520, 2.256], [-3.713, -3.275, 2.140], [-3.162, 0.672, 2.697], [-2.861, 1.401, 5.026], [-1.231, 0.253, 6.484], [0.092, -1.646, 5.603], [-0.215, -2.390, 3.281], [-4.511, -2.042, -0.148], [-6.046, -0.582, -1.403], [-5.575, 1.832, -1.612], [-3.556, 2.796, -0.541], [-2.017, 1.319, 0.709], [-1.320, -4.022, -0.109], [-2.358, -6.266, 0.108], [-4.290, -6.572, 1.620], [-5.153, -4.654, 2.921], [-4.094, -2.442, 2.721], [5.271, 0.113, -1.710], [3.843, -0.863, -1.852], [3.025, -0.338, -2.940], [4.274, -2.233, -2.034], [3.132, -0.658, -0.517], [5.847, -0.063, -2.617], [5.816, -0.220, -0.828], [4.999, 1.160, -1.595]], "atomic_forces_ev_per_a": [[-0.5, -0.4, 0.1], [0.1, -0.1, -0.1], [0.1, 0.3, 0.1], [0.1, 0.0, -0.1], [-0.1, 0.3, 0.0], [0.6, 0.1, -0.2], [0.0, 0.0, 0.0], [0.0, -0.1, 0.0], [0.0, -0.1, 0.1], [0.0, 0.0, 0.1], [-0.2, -0.1, 0.1], [0.0, 0.0, 0.0], [-0.1, 0.0, 0.0], [-0.1, 0.0, 0.0], [0.0, 0.0, 0.0], [-0.1, -0.1, 0.0], [0.6, 0.1, 0.4], [-0.2, -0.1, -0.2], [0.0, -0.1, 0.1], [0.1, 0.1, 0.0], [-0.1, 0.0, 0.0], [0.0, 0.0, 0.0], [0.0, -0.1, 0.0], [-0.2, 0.1, 0.1], [-0.2, 0.0, 0.0], [0.1, 0.0, 0.0], [0.0, 0.0, 0.0], [0.0, 0.0, 0.0], [-0.1, 0.2, 0.0], [0.2, -0.1, 0.3], [0.1, -0.1, -0.1], [0.0, 0.0, -0.2], [-0.1, -0.1, 0.0], [0.0, 0.0, 0.0], [0.1, 0.0, 0.0], [0.0, -0.1, 0.0], [0.0, 0.0, 0.0], [0.0, 0.0, 0.0], [0.0, 0.1, 0.0], [0.0, 0.0, 0.0], [-0.1, 0.0, 0.0], [0.0, 0.0, 0.0], [-0.1, 0.0, 0.1], [0.0, 0.0, 0.0], [0.0, 0.0, 0.0], [0.0, 0.0, 0.0], [0.0, 0.0, 0.0], [0.0, 0.0, 0.0], [0.0, 0.0, 0.0], [0.0, 0.0, 0.0], [0.0, 0.0, 0.0], [0.1, 0.4, 0.4], [0.0, -0.1, -0.3], [0.0, 0.1, 0.2], [0.0, -0.1, 0.2], [0.0, 0.0, -0.1], [0.0, -0.1, 0.0], [-0.1, 0.1, 0.0], [-0.1, 0.0, 0.0], [0.1, 0.0, -0.3], [-0.1, 0.0, 0.0], [0.1, 0.0, 0.1], [0.0, 0.0, 0.0], [0.0, 0.0, 0.0], [-0.1, 0.0, -0.1], [-0.1, -0.1, 0.1], [-0.2, -0.1, 0.0], [0.0, 0.1, 0.0], [0.0, 0.0, 0.0], [0.0, 0.0, 0.0], [0.1, 0.0, 0.0], [0.0, 0.0, 0.0], [0.0, 0.0, 0.0], [0.0, 0.0, 0.0], [0.0, 0.0, 0.0], [0.0, 0.0, 0.0], [0.0, 0.0, 0.0], [0.0, 0.0, 0.0], [0.0, 0.0, 0.0], [0.0, 0.0, 0.0], [0.1, 0.0, 0.0], [0.1, 0.0, -0.1], [0.0, 0.0, 0.0], [0.0, 0.0, 0.0], [0.0, 0.0, 0.0], [0.0, 0.0, 0.0], [0.4, 0.2, 0.2], [-0.6, 0.0, 0.4], [0.0, -0.1, 0.0], [0.0, 0.1, 0.1], [0.0, -0.5, -1.1], [0.0, 0.1, 0.0], [0.0, 0.0, 0.0], [0.0, -0.1, 0.0]], "lowdin_charge": [0.32, -0.06, -0.20, -0.17, -0.20, -0.04, 0.09, 0.08, 0.12, 0.10, 0.08, 0.12, 0.12, 0.10, 0.08, 0.06, 0.79, -0.58, -0.17, -0.11, -0.14, -0.69, 0.63, -0.83, 0.48, 0.09, 0.10, 0.10, -0.25, 1.20, -0.25, -0.30, -0.31, -0.07, -0.08, -0.09, -0.08, -0.05, 0.03, 0.02, 0.00, 0.05, 0.01, 0.01, 0.08, 0.06, 0.11, 0.10, 0.10, 0.10, 0.11, -0.34, 0.79, -0.31, -0.09, -0.07, -0.07, -0.07, -0.12, -0.28, -0.06, -0.07, -0.08, -0.07, -0.12, -0.30, -0.08, -0.07, -0.08, -0.07, -0.08, 0.10, 0.11, 0.11, 0.11, 0.10, 0.10, 0.11, 0.11, 0.11, 0.08, 0.07, 0.11, 0.11, 0.11, 0.12, -0.13, 0.45, -0.36, -0.32, -0.52, 0.08, 0.08, 0.05], "relative_energy_ev": 1.287, "fmax_ev_per_a": 1.2, "multiplicity": 2, "orbital_gap_ev": [5.43, 6.05], "s_squared": 0.760, "homo_energy_ev": [-6.21, -6.21]}